The following is a quantum chemistry calculation of a structure of composition C27H20F6N5O7S3V, from the OMol25 dataset.

Element x y z (Å)
V (0.13140, 0.95426, -0.28978)
O (0.48430, 1.15405, 1.28672)
C (1.22028, 1.11072, 2.42271)
C (0.61742, 1.11720, 3.66737)
C (1.42926, 1.00595, 4.77679)
C (2.81209, 0.88605, 4.61980)
C (3.38816, 0.89560, 3.36176)
C (2.59068, 1.02176, 2.22983)
C (3.10253, 1.11265, 0.86438)
N (2.39498, 1.25434, -0.26290)
C (3.30006, 1.37781, -1.29390)
C (4.55651, 1.32082, -0.79147)
N (4.41131, 1.15603, 0.55887)
H (-0.45892, 1.20320, 3.74590)
H (0.99247, 1.00846, 5.76560)
H (3.44361, 0.78920, 5.49263)
H (4.46331, 0.80495, 3.27395)
H (3.00104, 1.53737, -2.31190)
H (5.51645, 1.39043, -1.27254)
H (5.17166, 1.09834, 1.21756)
C (0.50113, -6.27165, 3.07669)
C (0.23979, -5.10390, 2.17185)
C (0.44940, -3.79421, 2.62227)
C (0.24626, -2.71668, 1.79145)
C (-0.19312, -2.95813, 0.48682)
C (-0.43328, -4.24606, 0.01385)
C (-0.21560, -5.30845, 0.86932)
S (-0.30986, -1.66330, -0.62885)
O (0.96140, -0.83786, -0.48820)
O (-0.69717, -2.12463, -1.91247)
N (-1.19283, -0.43671, -0.03915)
C (-2.54815, -0.14995, -0.32921)
C (-3.54974, -0.97286, -0.75130)
C (-4.85550, -0.44218, -0.89481)
C (-5.14113, 0.85845, -0.59152)
C (-4.10118, 1.72946, -0.17549)
C (-4.24409, 3.08863, 0.17600)
C (-3.14349, 3.82548, 0.53268)
C (-1.87295, 3.24398, 0.48143)
N (-1.71087, 1.97363, 0.15086)
C (-2.81040, 1.20687, -0.11589)
H (1.24488, -6.02914, 3.83389)
H (0.84505, -7.13556, 2.51056)
H (-0.41662, -6.56196, 3.59339)
H (0.78507, -3.63014, 3.63885)
H (0.41984, -1.70729, 2.14193)
H (-0.77105, -4.40282, -1.00217)
H (-0.39116, -6.31718, 0.51659)
H (-3.36383, -2.01900, -0.95845)
H (-5.64423, -1.09671, -1.23992)
H (-6.15211, 1.23673, -0.67367)
H (-5.22676, 3.54507, 0.16885)
H (-3.23205, 4.86338, 0.81963)
H (-0.98209, 3.82322, 0.68481)
F (-1.31278, 3.52777, -4.36085)
C (-1.50954, 3.02876, -3.17407)
F (-1.73296, 3.99776, -2.30098)
F (-2.49663, 2.16455, -3.15253)
S (0.07628, 2.14839, -2.57501)
O (-0.35759, 0.76889, -2.15380)
O (0.39536, 2.75959, -1.24079)
N (1.22699, 2.29658, -3.55817)
S (0.95104, 1.50203, -5.01047)
O (-0.42383, 1.07532, -4.99416)
O (1.51512, 2.20065, -6.10077)
C (1.97579, -0.02248, -4.77601)
F (1.80910, -0.49456, -3.53489)
F (3.24769, 0.29251, -4.95714)
F (1.57382, -0.91349, -5.65237)

maximum force	2.835	eV/Å
gap between HOMO and LUMO	6.07	eV
E_HOMO	-14.317	eV
net charge	+2
E_tot	-4578.5719	Eh

These are the natural (NBO) partial charges, in e, on atoms 1 to 5: V 1.197; O -0.318; C 0.232; C -0.205; C -0.171